# C18H30NO2P2Zr

A structure of composition C18H30NO2P2Zr at a distorted geometry (ωB97M-V/def2-TZVPD, the Open Molecules 2025 dataset).

Net charge   +3
Total energy   -1637.79302 hartree
HOMO-LUMO gap (alpha / beta)   5.268 / 5.272 eV

Geometry as XYZ:
```
54
Properties=species:S:1:pos:R:3:forces:R:3
Zr 0.271905 0.701695 -0.114624 2.505 -0.952 3.437
P 2.214799 -0.916880 0.518577 0.951 0.170 -1.293
C 2.309145 -0.928043 -1.347068 0.770 1.148 -0.473
C 1.100637 -1.583612 -1.920301 -0.539 0.904 -0.083
N -0.097475 -1.048512 -1.473033 0.190 0.350 -0.966
C -1.228134 -1.281610 -2.192119 0.259 -0.380 0.579
C -1.237153 -2.287861 -3.141748 -0.811 0.574 0.065
C -0.056199 -2.880860 -3.535626 0.020 -0.212 -0.089
C 1.138809 -2.457694 -2.985993 0.215 -0.239 0.045
C -2.540546 -0.557647 -1.888969 -0.568 0.471 0.260
P -2.590715 1.166450 -1.324774 1.475 -0.534 -0.277
H 2.092815 -2.788070 -3.397228 -0.231 -0.032 0.287
H -2.196268 -2.552282 -3.573471 0.205 -0.075 -0.210
H -0.079310 -3.643199 -4.294716 0.071 -0.121 -0.225
H -3.143944 -0.379069 -2.803473 0.028 -1.278 0.315
H -3.076964 -1.066158 -1.067503 -0.179 -0.251 -0.725
H 2.263056 0.214694 -1.750599 0.854 -3.222 0.921
H 3.255351 -1.345509 -1.689116 -0.061 -0.439 0.105
H 0.377747 5.128237 -0.457099 -0.214 -0.635 -0.125
O 1.182817 1.278367 -1.785157 -2.560 2.293 0.100
H 0.767660 1.407851 -2.646183 0.522 0.193 -0.359
H -1.130527 1.192089 -1.154472 -2.280 1.326 -0.655
O -0.002787 4.229975 -0.353096 0.124 -0.214 0.495
H 0.017034 4.089988 0.604979 -0.049 0.518 -0.089
C -2.838049 2.324012 -2.651775 0.187 0.113 0.213
H -3.735373 1.892397 -3.138960 0.342 0.675 -0.233
H -3.006885 3.336411 -2.236609 -0.164 -0.486 -0.273
H -1.946896 2.366195 -3.299574 -0.554 -0.164 -0.025
C -3.781304 1.424344 -0.028001 -0.020 -0.002 0.636
H -3.610325 2.351299 0.561866 -0.125 -0.487 -0.506
H -4.725291 1.521253 -0.610754 0.300 -0.016 0.431
H -3.824179 0.544974 0.642834 -0.104 0.511 -0.347
C 2.433267 -2.661766 0.882845 -0.362 -0.272 0.583
H 3.469117 -2.921490 0.642357 -0.105 0.050 0.030
H 2.246907 -2.842600 1.947741 0.082 -0.175 -0.245
H 1.755978 -3.266818 0.266943 0.093 0.133 0.253
C 3.724739 -0.024900 0.995928 -0.270 0.031 0.423
H 3.648416 0.158982 2.085979 0.365 0.017 -0.555
H 4.589485 -0.667262 0.759372 -0.214 0.398 0.135
H 3.780432 0.930972 0.441338 0.111 -0.414 0.333
C -1.024869 -0.620196 1.414844 -0.691 0.193 -1.177
C -0.713828 -0.139732 2.781569 0.497 0.113 -0.230
C 0.196850 -0.846856 3.605012 0.430 0.296 -0.291
C 0.657883 -0.283453 4.794767 -0.331 0.168 -0.003
C 0.142894 0.961171 5.209054 0.523 0.028 -0.158
C -0.824249 1.624998 4.442983 0.178 -0.122 0.655
C -1.274989 1.057170 3.264844 0.458 0.090 -0.460
H -0.651027 -1.638744 1.247293 -0.406 0.141 -0.101
H -2.090455 -0.539891 1.165619 0.079 -0.475 0.276
H 0.564969 -1.830918 3.278374 -0.174 0.488 0.162
H 1.423326 -0.798867 5.392235 -0.523 0.253 -0.234
H 0.565498 1.441428 6.100146 -0.384 -0.270 -0.319
H -1.223150 2.578771 4.784986 0.050 -0.254 -0.038
H -2.062441 1.537973 2.688258 0.036 0.075 0.026
```
Positions in Å, forces in eV/Å.

Atomic partial charges in e from the natural (NBO) method, atoms 1 to 2: 2.2156, 0.8384

***

# C11H21N

A cluster of 2 separate species, C11H21N in total at a distorted geometry (ωB97M-V/def2-TZVPD, the Open Molecules 2025 dataset).

Energy above the lowest of the compared OMol25 structures with the same formula, charge and spin   173.10 kJ/mol
Net charge   0
Total energy   -486.42241 hartree
HOMO-LUMO gap   9.602 eV

Geometry as XYZ:
```
33
Properties=species:S:1:pos:R:3:forces:R:3
C -2.536863 0.625745 -3.748249 0.234 -0.051 0.277
C -1.051583 0.339911 -3.770014 0.289 0.105 -0.318
C -0.228305 0.547399 -4.798543 -0.377 -0.118 -0.066
C 1.199941 0.137074 -4.545717 -0.056 0.678 -0.161
C 1.167704 -0.397516 -3.098320 -0.173 -0.139 -0.236
C -0.305225 -0.270942 -2.607445 0.412 -0.210 0.012
C -1.120220 -0.601686 1.643974 0.243 -0.248 0.175
C -0.463582 0.154148 2.807091 -0.524 -0.117 0.077
C -0.121875 -0.699784 4.027830 -0.640 -0.053 -0.023
C 0.982042 -0.328648 4.941151 0.477 -0.054 -0.565
C 1.822680 0.902142 4.693773 0.045 -0.035 -0.102
H -2.743668 1.701848 -3.796912 0.084 -0.164 0.209
H -3.022884 0.192700 -4.623516 -0.047 -0.132 0.106
H -2.986633 0.211952 -2.830308 0.021 0.207 -0.429
H -0.574477 0.934274 -5.755385 0.148 0.020 0.099
H 1.876873 1.013380 -4.655680 -0.275 -0.538 0.042
H 1.532627 -0.617346 -5.262518 0.026 0.041 -0.009
H 1.850786 0.189216 -2.489652 0.001 -0.134 0.217
H 1.490470 -1.443466 -3.088737 0.028 0.216 0.182
H -0.707468 -1.264254 -2.361789 -0.074 0.256 0.086
H -0.345922 0.344013 -1.703968 -0.239 -0.038 0.004
H -0.485787 -1.418962 1.291237 -0.166 -0.156 0.168
H -1.210443 0.070268 0.803239 -0.159 0.287 -0.291
H -2.129338 -0.970012 1.876783 0.380 -0.038 0.069
H 0.435945 0.641567 2.423894 -0.062 -0.025 0.107
H -1.175809 0.953673 3.070414 0.367 -0.113 0.265
H -0.996771 -1.212154 4.497733 0.783 0.295 -0.557
H 1.689168 -1.233427 3.200777 -0.387 -0.071 0.692
H 0.910687 -0.643977 5.972571 -0.108 0.066 0.128
H 2.016721 0.998276 3.617235 0.016 0.144 0.337
H 1.301637 1.804926 5.037462 0.201 -0.120 -0.037
H 2.797650 0.830687 5.195910 -0.299 0.028 -0.054
N 1.131923 -1.491024 4.035677 -0.167 0.211 -0.405
```
Positions in Å, forces in eV/Å.

Atomic partial charges in e from the natural (NBO) method, atoms 1 to 2: -0.6456, 0.0139

***

# C18H38N5O6P

A cluster of 2 separate species, C18H38N5O6P in total (ωB97M-V/def2-TZVPD, the Open Molecules 2025 dataset).

Net charge   0
Total energy   -1775.05010 hartree
HOMO-LUMO gap   1.854 eV

Geometry as XYZ:
```
68
Properties=species:S:1:pos:R:3:forces:R:3
C 4.671716 2.473536 1.554373 -0.258 -0.063 -0.068
C 4.217372 1.761907 0.292722 0.205 0.305 0.054
O 2.810205 1.879985 0.100773 0.005 -0.308 -0.238
C 2.033500 0.923730 0.807030 -0.039 0.201 0.271
C 0.779980 0.523560 0.034008 -0.090 0.001 -0.159
C -0.284150 1.648644 0.095989 0.524 0.182 0.269
N 0.230803 3.007483 0.095150 -0.182 0.001 -0.214
N -1.252651 1.566642 -1.010728 0.448 -0.768 0.062
C -2.242223 0.443515 -0.946628 -0.783 0.169 -0.071
C -3.088148 0.541504 0.306007 0.371 0.071 0.135
C -3.695983 1.934345 0.549568 -0.090 0.111 0.020
C -5.001817 1.684123 1.251666 -0.204 -0.144 -0.342
O -6.059786 1.509476 0.702473 0.288 0.159 0.255
O -4.787877 1.536144 2.565248 -0.288 -0.205 0.218
C -0.610712 1.651455 -2.207177 -0.128 0.499 -0.095
N -1.180836 2.368147 -3.224687 0.079 -0.791 -0.038
N 0.568974 1.041145 -2.459682 -0.415 -0.027 0.150
P 0.411939 0.343487 -4.073105 -0.406 -0.336 -0.410
O -0.816475 -0.455534 -4.218348 0.315 0.224 0.120
C 1.004364 0.023250 -1.415489 0.364 -0.175 0.255
C 2.426939 -0.480901 -1.663455 -0.155 0.118 -0.339
C 2.744439 -1.711252 -0.841648 -0.202 -0.038 0.102
O 1.959003 -2.199453 -0.059738 0.435 0.394 -0.194
N 4.046716 -2.222720 -1.090779 -0.618 -0.534 0.436
C 4.501119 -3.003698 0.072896 0.273 -0.176 -0.100
C 3.950099 -3.126573 -2.262282 0.246 0.203 -0.069
H 4.250535 1.989406 2.437807 0.094 0.049 0.030
H 5.758258 2.478443 1.634413 -0.003 -0.046 0.019
H 4.315793 3.504636 1.520154 0.076 -0.011 0.076
H 4.676786 2.227015 -0.582448 -0.044 -0.006 0.002
H 4.519875 0.708323 0.298065 -0.073 -0.047 0.022
H 2.632664 0.047510 1.069610 0.008 -0.018 -0.177
H 1.702460 1.347340 1.764343 0.022 -0.051 0.016
H 0.378509 -0.338971 0.571596 -0.016 0.021 -0.035
H -0.826868 1.528952 1.031645 -0.214 -0.039 -0.179
H 0.994210 3.120174 -0.559796 0.153 -0.040 0.092
H 0.598770 3.253455 1.002680 -0.030 0.042 0.049
H -1.766470 -0.538584 -0.997600 0.176 0.058 0.018
H -2.887434 0.517438 -1.826893 0.071 0.110 -0.013
H -2.483132 0.262695 1.172662 -0.159 -0.119 0.036
H -3.861272 -0.228508 0.246009 0.039 0.055 -0.079
H -3.059790 2.533842 1.201392 0.092 -0.002 -0.109
H -3.873379 2.498314 -0.365060 -0.041 -0.168 -0.104
H -5.531987 1.021499 2.924792 0.016 0.200 0.105
H -2.119053 2.134867 -3.509487 -0.246 0.513 0.350
H -0.705336 3.144181 -3.648511 0.167 -0.189 -0.228
H 1.586314 -0.393185 -4.216292 0.089 0.179 0.076
H 0.558926 1.426616 -4.933641 0.178 0.128 0.032
H 0.345623 -0.836324 -1.567509 -0.086 0.088 0.030
H 3.169660 0.294396 -1.492911 -0.006 -0.058 0.121
H 2.574067 -0.791570 -2.697804 -0.002 0.033 0.025
H 4.309113 -2.459872 0.995278 0.018 0.027 -0.045
H 4.010271 -3.979036 0.139258 -0.089 0.069 0.046
H 5.574323 -3.168157 -0.029398 -0.034 0.039 -0.003
H 3.769491 -2.556879 -3.173431 0.032 -0.056 -0.019
H 3.154860 -3.867915 -2.125709 0.005 0.011 0.004
H 4.891171 -3.662991 -2.367148 0.041 0.113 -0.049
C -4.850301 -2.042630 2.096613 -0.161 0.519 -0.016
C -4.341533 -2.687632 3.407681 0.359 -0.606 -0.542
C -2.905002 -2.155611 3.650503 -0.026 0.420 0.154
O -4.369327 -4.023624 3.327465 -0.092 0.249 0.218
H -4.218030 -2.357438 1.259728 0.045 -0.146 0.011
H -5.877022 -2.342036 1.882504 0.016 -0.120 0.045
H -4.823722 -0.940724 2.146152 -0.030 -0.078 -0.006
H -4.970833 -2.238125 4.226549 -0.053 -0.010 0.069
H -2.252658 -2.478572 2.833190 -0.011 -0.114 -0.049
H -2.514059 -2.559303 4.585554 0.010 -0.070 -0.018
H -2.870982 -1.053357 3.713837 0.012 0.001 0.015
```
Positions in Å, forces in eV/Å.

Atomic partial charges in e from the natural (NBO) method, atoms 1 to 2: -0.6361, -0.0650

***

# C18H45BrMnN3O6

A structure of composition C18H45BrMnN3O6 at a distorted geometry (ωB97M-V/def2-TZVPD, the Open Molecules 2025 dataset).

Energy above the lowest of the compared OMol25 structures with the same formula, charge and spin   0.00 kJ/mol
⟨S²⟩   8.75
2S+1   6
Net charge   +1
Total energy   -5053.13301 hartree
HOMO-LUMO gap (alpha / beta)   5.550 / 5.146 eV

Geometry as XYZ:
```
74
Properties=species:S:1:pos:R:3:forces:R:3
Mn 1.652651 1.845077 -2.537691 0.373 -1.302 1.657
Br 1.964421 0.340477 -0.343441 -0.168 0.821 -1.157
C -0.075639 -6.351113 0.773919 -1.312 -0.157 0.079
O -0.414029 -4.984163 0.863349 -0.546 -1.620 0.163
C 0.648571 -4.187103 0.614509 0.494 1.799 -1.417
C 0.105321 -2.767173 0.677569 1.542 1.106 1.349
N -1.124789 -2.504993 -0.037411 1.231 0.272 2.433
C -1.057609 -2.543143 -1.435851 -1.505 -1.816 -1.503
C -2.397129 -2.062643 -2.122091 0.119 0.967 0.521
O -3.315209 -1.545523 -1.163571 0.241 -0.001 0.267
C -4.694199 -1.472903 -1.494621 0.672 -0.805 -1.097
H 0.276711 -6.656033 -0.211461 -0.232 0.206 -0.377
H -1.057299 -6.764933 1.004579 0.445 -0.977 -0.062
H 0.703161 -6.690673 1.456759 -0.067 0.301 0.508
H 0.974231 -4.218273 -0.425241 0.410 -0.976 -0.488
H 1.478241 -4.472733 1.261169 0.325 0.613 0.211
H 0.901031 -2.076153 0.399279 -0.010 0.062 -0.192
H -0.070959 -2.582933 1.737319 -0.318 0.290 0.090
H -1.635769 -3.247393 0.418489 -1.452 0.051 -1.006
H -0.932659 -3.581853 -1.741731 0.005 -0.508 -0.539
H -0.191129 -2.078523 -1.906421 0.071 0.729 0.642
H -2.838259 -2.815353 -2.775491 -0.166 -0.405 0.273
H -2.092749 -1.258393 -2.791891 -0.180 0.445 -0.346
H -4.890869 -0.880733 -2.388351 0.146 0.569 -0.041
H -5.296919 -1.094363 -0.669071 0.465 -0.094 0.087
H -5.022089 -2.467113 -1.798151 -0.362 -0.314 0.313
C 1.082951 -0.797253 -4.498681 0.387 1.263 0.170
O 2.045501 0.051597 -3.720391 -0.995 0.560 -0.025
C 3.396491 0.172537 -4.176831 1.455 -0.741 0.393
C 4.371771 0.908267 -3.129621 -0.686 -0.200 -1.122
N 3.817271 2.244837 -2.886011 -1.227 -0.024 0.412
C 4.162331 2.839227 -1.591581 0.167 1.643 0.487
C 3.237431 4.087367 -1.364471 -0.233 -0.919 0.909
O 1.863241 3.627887 -1.407511 -0.108 0.375 -0.473
C 0.909871 4.507857 -0.748051 0.051 -0.102 -0.597
H 0.085591 -0.629453 -4.092191 0.259 -0.025 0.540
H 1.316311 -1.860623 -4.444941 0.371 0.259 -0.023
H 1.013781 -0.383233 -5.504621 0.437 -0.395 -0.197
H 3.486041 0.710507 -5.120581 -0.409 0.297 -0.110
H 3.720931 -0.843573 -4.401231 0.432 0.008 0.228
H 5.328421 1.166757 -3.583591 0.217 -1.129 -0.385
H 4.564321 0.403577 -2.182881 -0.456 -0.242 -0.197
H 4.108871 2.815207 -3.666871 -0.088 0.455 0.078
H 5.190711 3.190827 -1.508441 0.246 0.147 -0.479
H 4.118671 2.061957 -0.828661 -0.754 0.205 0.066
H 3.417231 4.896857 -2.071931 -0.102 -0.232 -0.533
H 3.293291 4.580447 -0.393981 0.787 -0.428 0.245
H 1.045371 5.521797 -1.124441 -0.077 -0.006 -0.118
H 1.025291 4.526877 0.335649 0.160 -0.402 -0.052
H -0.068749 4.125587 -1.038361 0.017 0.171 0.265
C -4.743659 0.984267 1.821859 1.388 1.303 0.277
O -3.351529 1.036187 1.293859 -2.188 0.676 1.556
C -2.621739 2.070507 2.020399 0.137 -1.898 -0.848
C -1.142009 1.710847 1.782349 0.024 -0.575 0.184
N -0.833769 0.252557 1.889149 -1.044 1.128 1.270
C -0.933039 -0.219093 3.281319 -0.053 -1.000 -0.025
C -0.132419 0.518857 4.353319 0.309 -0.542 -1.010
O -0.812139 1.606457 4.891219 0.617 1.717 2.242
C -0.028919 2.244487 5.992669 -0.885 -0.136 -0.697
H -4.807589 0.672877 2.864479 0.534 -0.825 0.042
H -5.474559 0.431407 1.231749 0.636 -0.025 -0.329
H -5.061529 2.017707 1.959919 -0.428 0.279 -0.664
H -2.854189 2.112517 3.084499 -0.045 -0.607 0.209
H -2.896009 3.065717 1.670489 0.182 0.172 -0.474
H -0.574139 2.261127 2.532549 0.263 0.439 -0.099
H -0.850859 2.022217 0.779169 0.068 0.043 -0.068
H 0.094161 0.074197 1.532469 0.033 0.101 0.005
H -0.603379 -1.257753 3.305759 0.693 -0.039 -0.267
H -1.941179 -0.447353 3.627199 -0.578 0.943 -0.280
H 0.743991 0.849547 3.795959 0.638 0.264 0.214
H 0.198691 -0.181233 5.120359 -0.052 -0.084 0.259
H -0.469599 3.173817 6.353539 -0.618 0.054 -0.762
H 0.978191 2.524037 5.683339 0.117 -0.421 -0.239
H -0.012759 1.668917 6.918169 0.185 -0.762 -0.345
```
Positions in Å, forces in eV/Å.

Atomic partial charges in e from the Löwdin method, atoms 1 to 2: 0.9040, 0.1235